1.
Entry from OMol25: a structure of composition C27H48I2N2ORhSi4Te (ωB97M-V with the def2-TZVPD basis set).

ΔE to the lowest compared entry with this formula, charge and spin = 70.69 kJ/mol
Net charge = -1
Kohn-Sham gap (spin up / spin down) = 5.6 / 5.6 eV
Maximum force = 0.01109 Eh/bohr
Highest occupied orbital energy (spin up / spin down) = -3.31 / -3.31 eV
DFT total energy = -91822.9440 eV

Structure (XYZ):
```
86
Properties=species:S:1:pos:R:3:forces:R:3:lowdin_charge:R:1
Rh 0.18452 0.48779 -0.52694 -0.6 -0.1 -0.1 0.595
I 2.50458 1.59627 6.81215 0.0 0.0 0.0 0.783
C 1.63294 1.61416 4.91500 0.0 -0.1 -0.1 -0.768
C 0.94814 2.73555 4.47303 0.0 0.1 0.0 -0.256
C 0.37967 2.72403 3.21786 0.0 -0.1 0.0 -0.643
I -0.65982 4.40487 2.55223 0.0 0.0 0.0 0.858
C 0.45131 1.61654 2.32328 -0.1 -0.1 0.1 -0.456
O -0.17185 1.66918 1.20682 0.3 0.2 0.0 -0.265
C 1.20188 0.49894 2.80843 -0.1 0.0 0.0 -0.162
C 1.55465 -0.69330 1.95474 0.1 0.0 0.0 -0.185
N 0.55656 -1.08448 0.94914 0.0 -0.1 0.2 -0.158
C 0.89031 -2.35732 0.31437 0.0 0.0 0.0 -0.158
C 0.60309 -2.43151 -1.16733 -0.2 0.0 0.0 -0.306
C 1.08402 -3.53545 -1.85578 -0.1 0.0 0.0 -0.045
C 0.86048 -3.64759 -3.21471 0.0 0.0 0.0 -0.065
C 0.13470 -2.65122 -3.83948 0.0 0.0 -0.1 -0.061
C -0.31687 -1.58850 -3.08042 -0.1 0.1 0.0 -0.145
N -0.08891 -1.45131 -1.77143 0.2 0.1 0.2 0.019
C 1.74869 0.51406 4.08194 0.0 0.0 0.1 -0.158
H 0.85390 3.61098 5.10132 0.0 0.0 0.0 0.072
H 1.76181 -1.53935 2.62539 0.0 0.0 0.0 0.120
H 2.46812 -0.47907 1.39058 0.0 0.0 0.0 0.074
H -0.35414 -1.13470 1.39206 0.0 0.0 0.0 0.127
H 0.37250 -3.18678 0.81123 0.0 0.0 0.0 0.133
H 1.96089 -2.53842 0.43881 0.0 0.1 0.0 0.109
H 1.65545 -4.28409 -1.32104 0.0 0.0 0.0 0.116
H 1.25577 -4.48696 -3.77214 0.0 0.0 0.0 0.106
H -0.06932 -2.67605 -4.90101 0.0 0.0 0.0 0.103
H -0.87957 -0.79529 -3.55063 0.0 0.0 0.0 0.080
H 2.30498 -0.35454 4.41749 0.0 0.0 0.0 0.097
C 5.00170 -2.94895 -1.27454 0.0 0.0 0.1 -0.222
Si 5.68486 -1.61896 -0.12322 0.0 0.1 0.0 0.333
C 7.57131 -1.79905 -0.08189 -0.1 0.0 0.0 -0.223
C 5.08604 -2.02912 1.62516 0.1 0.0 0.0 -0.215
Si 4.97524 0.50517 -0.85568 0.1 -0.1 -0.1 -0.039
Te 2.65323 0.45749 -1.74867 0.5 -0.1 -0.1 0.490
Si 6.20128 0.98281 -2.80584 0.0 0.0 0.0 0.303
C 8.06798 1.17211 -2.52844 0.0 0.0 -0.1 -0.221
C 5.59060 2.58453 -3.59367 0.0 -0.1 0.0 -0.228
C 5.96394 -0.41316 -4.05683 0.0 0.1 0.0 -0.231
Si 5.38645 2.15627 0.75372 -0.1 0.0 0.1 0.333
C 4.36075 1.85883 2.30607 0.1 0.1 -0.1 -0.206
C 7.21257 2.18533 1.25299 0.0 0.0 0.0 -0.218
C 4.91082 3.84552 0.06584 0.0 -0.1 0.1 -0.216
H 5.25847 -3.94784 -0.90824 0.0 0.0 0.0 0.026
H 5.39320 -2.84212 -2.28765 0.0 0.0 0.0 0.011
H 3.91551 -2.85433 -1.34411 0.0 0.0 0.0 -0.010
H 7.85556 -2.79884 0.26048 0.0 0.0 0.0 0.023
H 8.03082 -1.06965 0.58929 0.0 0.0 0.0 0.016
H 8.00144 -1.65398 -1.07506 0.0 0.0 0.0 0.005
H 5.29383 -3.07701 1.86366 0.0 0.0 0.0 0.027
H 4.01440 -1.86638 1.73288 0.0 0.0 0.0 -0.012
H 5.58822 -1.40905 2.37263 0.0 0.0 0.0 0.022
H 8.29159 2.02497 -1.88335 0.0 0.0 0.0 0.009
H 8.57343 1.34069 -3.48492 0.0 0.0 0.0 0.023
H 8.50688 0.28469 -2.06993 0.0 0.0 0.0 0.002
H 5.87489 3.45654 -3.00105 0.0 0.0 0.0 0.009
H 4.50255 2.57249 -3.67895 0.0 0.0 0.0 0.002
H 6.01946 2.70078 -4.59388 0.0 0.0 0.0 0.023
H 6.44704 -1.33218 -3.71601 0.0 0.0 0.0 0.008
H 6.40250 -0.14105 -5.02162 0.0 0.0 0.0 0.022
H 4.90105 -0.61874 -4.20001 0.0 0.0 0.0 0.010
H 4.56289 0.88859 2.76785 0.0 0.0 0.0 0.022
H 3.29586 1.89749 2.06473 0.0 0.0 0.0 0.022
H 4.55160 2.63366 3.05488 0.0 0.0 0.0 0.039
H 7.50560 1.23969 1.71649 0.0 0.0 0.0 0.014
H 7.38504 2.98152 1.98375 0.0 0.0 0.0 0.024
H 7.87561 2.35764 0.40306 0.0 0.0 0.0 0.005
H 3.87787 3.82667 -0.28869 0.0 0.0 0.0 0.027
H 5.54947 4.14247 -0.76871 0.0 0.0 0.0 0.008
H 4.99246 4.60928 0.84485 0.0 0.0 0.0 0.026
C -0.28032 2.01138 -3.88111 0.1 0.0 0.0 -0.077
C -1.22202 2.22939 -2.69203 -0.1 0.0 -0.1 -0.660
C -2.47615 1.35689 -2.78587 -0.1 -0.1 0.0 -0.070
C -1.66682 3.70099 -2.70705 0.0 -0.1 0.1 -0.079
C -0.48796 1.92332 -1.40583 0.1 0.2 -0.2 -0.214
H -0.79166 2.25413 -4.81797 0.0 0.0 0.0 0.081
H 0.09655 0.99081 -3.93978 0.0 0.0 0.0 0.040
H 0.59892 2.65182 -3.78666 0.0 0.0 0.0 0.078
H -3.01940 1.56754 -3.71287 0.0 0.0 0.0 0.080
H -3.13490 1.57059 -1.94192 0.0 0.0 0.0 0.083
H -2.25431 0.29092 -2.73919 0.0 0.1 0.0 0.046
H -2.24925 3.92501 -3.60535 0.0 0.0 0.0 0.076
H -0.79953 4.36391 -2.68615 0.0 0.0 0.0 0.082
H -2.28151 3.92526 -1.83227 0.0 0.0 0.0 0.082
H -0.24484 2.84455 -0.85298 -0.3 -0.1 0.2 0.050
```
Positions in Å, forces in eV/Å.

---

2.
Entry from OMol25: a cluster of 16 separate species, C20H72N6O16 in total in a non-equilibrium geometry (ωB97M-V with the def2-TZVPD basis set).

ΔE to the lowest compared entry with this formula, charge and spin = 148.98 kJ/mol
Net charge = 0
Kohn-Sham gap = 8.8 eV
Maximum force = 0.19770 Eh/bohr
Highest occupied orbital energy = -9.04 eV
DFT total energy = -63601.6729 eV

Structure (XYZ):
```
114
Properties=species:S:1:pos:R:3:forces:R:3:lowdin_charge:R:1
C 1.68346 -0.37895 -3.52029 -0.4 -1.1 1.0 -0.090
C 2.87012 0.57978 -3.55465 0.0 -0.7 -0.5 -0.278
O 3.45584 0.71754 -2.26431 0.6 0.0 0.2 -0.103
H 1.05603 -0.42853 -4.43575 0.9 -0.3 0.2 0.080
H 0.93834 -0.20237 -2.72035 0.5 0.6 -0.2 0.064
H 2.10366 -1.34827 -3.18649 -0.3 0.1 -0.7 0.078
H 2.52749 1.54118 -3.93488 0.5 0.4 0.5 0.097
H 3.62659 0.21990 -4.27215 -0.3 0.1 0.2 0.129
H 4.11728 0.02231 -2.03398 -1.0 0.6 -0.5 0.129
C -0.14131 -0.99573 0.41266 0.8 -0.5 0.0 -0.056
C 0.45506 0.30781 -0.08290 -0.1 -0.4 0.8 -0.283
O 0.31051 1.17936 0.99458 -1.6 0.1 2.0 -0.104
H -1.22048 -1.08360 0.36323 -0.1 0.4 -0.2 0.059
H 0.13473 -1.12197 1.48691 0.0 -0.1 -0.8 0.079
H 0.26674 -1.83082 -0.17471 0.0 0.2 0.4 0.052
H -0.05268 0.77220 -0.90393 -0.2 -0.4 -0.9 0.084
H 1.52618 0.29821 -0.22263 0.3 -0.9 -0.8 0.087
H 0.88504 1.90284 0.88236 1.0 1.6 0.0 0.035
C 3.77415 1.26397 1.31018 -0.4 0.1 -0.2 -0.081
C 4.11369 2.59975 1.84004 1.3 1.3 -1.4 -0.365
O 4.73617 2.43962 3.06844 0.2 -0.6 1.4 -0.060
H 2.96733 0.87557 1.89204 -0.6 -0.5 0.5 0.049
H 4.62780 0.62916 1.46161 0.3 -0.4 -0.5 0.079
H 3.39427 1.34499 0.28555 0.5 -0.3 0.0 0.069
H 3.21008 3.19940 1.89558 -0.1 0.5 0.1 0.092
H 4.88842 3.08401 1.17281 -1.0 -0.1 0.2 0.134
H 4.88685 3.28779 3.48284 0.1 0.2 0.1 0.088
C -2.53416 -2.57711 2.02559 -1.0 0.1 -2.1 -0.079
C -1.61940 -3.69497 1.62940 0.5 1.8 -1.6 -0.354
O -2.32753 -4.85296 1.34690 1.7 -1.2 0.8 -0.027
H -2.02737 -1.74165 2.41256 0.8 1.1 0.5 0.025
H -3.18469 -2.92407 2.77798 -1.1 -0.4 0.9 0.076
H -3.13130 -2.21456 1.12286 0.6 -0.6 1.1 0.089
H -0.91918 -3.86770 2.40149 0.6 -0.7 1.1 0.094
H -0.97023 -3.27443 0.78802 -0.9 -1.1 0.5 0.086
H -3.12566 -4.63954 0.91775 -1.4 0.5 -1.1 0.061
C -1.87376 1.66301 4.02008 -2.7 -4.2 7.8 -0.704
O -2.43239 1.53592 5.26887 2.2 1.4 -5.8 -0.106
N -2.00830 2.61519 3.20370 -3.6 8.4 -1.6 0.138
N -1.20187 0.66863 3.53272 2.7 -4.4 -1.0 0.158
H -2.62834 3.40189 3.63969 1.8 -1.7 -1.4 0.206
H -1.65806 2.80444 2.24307 -0.5 -1.0 1.1 0.118
H -1.33669 -0.21254 4.04027 0.5 0.7 -0.3 0.132
H -0.64991 0.64488 2.62900 -1.1 0.4 1.3 0.093
C -0.63373 2.79893 -4.45812 -4.9 4.2 -1.4 -0.676
O -1.61575 3.32627 -5.19202 3.8 -2.4 2.9 -0.092
N -0.43057 3.12629 -3.17891 0.8 -1.1 1.4 0.176
N 0.28953 2.04583 -4.96825 0.0 -0.8 -6.8 0.160
H -1.24246 3.55465 -2.77901 0.0 0.4 0.6 0.069
H 0.33593 2.62965 -2.57645 -1.9 1.4 -1.3 0.109
H 0.16550 1.89324 -6.02233 0.3 0.3 2.4 0.171
H 0.88028 1.43870 -4.53567 1.4 -1.3 1.7 -0.014
C -1.59488 -3.39603 -2.68051 -6.6 -5.2 5.8 -0.654
O -2.47232 -3.94295 -1.79257 4.6 2.7 -3.8 -0.045
N -1.91523 -3.24307 -3.90460 -2.9 -0.5 -4.2 0.197
N -0.38997 -2.99419 -2.40067 3.5 0.7 1.2 0.164
H -2.77754 -3.69460 -4.27204 1.2 0.8 0.5 0.164
H -1.21282 -2.90789 -4.51547 0.2 0.3 -1.0 0.111
H -0.11929 -3.24353 -1.47986 0.5 -0.2 1.0 0.064
H 0.36380 -3.13751 -3.06260 -0.3 0.2 -0.1 0.137
C 3.37042 -1.88061 0.79686 -0.5 0.4 0.2 -0.167
O 3.16569 -2.15385 -0.56144 -0.5 0.2 -0.9 -0.122
H 4.29787 -1.33891 0.91673 0.0 0.4 0.0 0.074
H 3.48594 -2.79524 1.30809 0.2 -1.1 0.9 0.051
H 2.49765 -1.37551 1.26188 0.7 0.1 -0.3 0.068
H 2.36772 -2.71346 -0.59260 0.5 0.1 -0.3 0.029
C 1.80306 3.78898 -0.88121 0.0 1.4 -1.7 -0.112
O 1.62338 2.53073 -1.47965 1.1 -1.2 0.4 -0.187
H 2.69974 3.83663 -0.28320 0.4 0.2 0.0 0.072
H 0.97458 4.06858 -0.26718 -0.7 -0.3 0.7 0.064
H 1.75626 4.55329 -1.70291 0.6 -0.3 0.8 0.106
H 2.49365 2.06497 -1.62307 -1.0 0.5 0.2 0.071
C -3.68869 0.50345 1.25128 0.8 0.6 -0.5 -0.146
O -4.33478 1.71364 1.65227 0.4 -0.3 0.4 -0.117
H -3.45759 0.64372 0.20173 -0.8 -0.7 -0.6 0.064
H -4.28426 -0.37539 1.51720 0.2 0.1 -0.4 0.087
H -2.64338 0.41890 1.60928 -0.7 0.0 0.6 0.052
H -4.00640 1.85200 2.54399 -0.4 0.3 0.2 0.040
C 1.47003 -4.57828 0.95785 -1.1 1.1 0.4 -0.106
O 1.32771 -4.21990 -0.42328 -0.7 -1.0 -0.5 -0.169
H 1.22070 -3.63721 1.51653 0.9 -1.0 -0.2 0.079
H 2.45766 -4.97876 1.05850 0.6 0.1 0.7 0.084
H 0.72684 -5.30462 1.29914 0.0 -0.1 -0.4 0.093
H 1.19320 -5.05917 -0.89776 0.1 0.6 0.0 0.116
C -2.02963 3.28205 -0.32119 0.2 0.6 2.4 -0.163
O -2.01813 4.44119 -1.07323 -0.4 0.6 -1.2 -0.083
H -2.62212 3.38570 0.59849 -0.6 -0.2 -0.5 0.080
H -1.06235 3.05474 0.05422 1.4 -0.3 0.2 0.042
H -2.31352 2.42530 -0.85490 -0.9 -0.9 -1.1 0.067
H -1.77624 5.18518 -0.52675 0.1 0.2 0.2 0.093
C 1.49908 2.74575 4.21297 -0.1 -1.1 -1.4 -0.099
O 0.61304 3.22359 3.17623 1.7 0.7 0.3 -0.140
H 1.60523 1.62138 4.03554 0.3 1.5 0.6 0.083
H 1.14261 2.96124 5.20229 -0.6 -0.1 0.5 0.076
H 2.44382 3.29229 4.13481 -0.1 -0.4 -0.3 0.066
H -0.21597 2.77938 3.27558 -0.2 0.0 0.4 -0.031
C -1.99798 -0.00040 -3.24490 -2.4 0.2 0.6 -0.111
O -1.72606 -0.65795 -2.02564 -0.2 0.6 0.3 -0.162
H -1.13256 0.09444 -3.82792 1.2 0.4 -0.9 0.034
H -2.47173 0.98947 -3.03555 0.6 -0.7 -0.2 0.108
H -2.74967 -0.59115 -3.78713 0.1 0.2 -0.2 0.077
H -1.26506 -1.48012 -2.23132 0.3 0.4 0.3 0.010
C -4.97241 -1.93344 -2.19973 1.2 -0.9 -0.8 -0.167
O -4.13209 -1.68890 -1.10128 -0.2 0.6 0.2 -0.141
H -4.85871 -1.19692 -2.97513 -0.7 1.1 -0.1 0.065
H -5.98644 -2.22412 -1.96943 -0.3 0.7 0.6 0.081
H -4.61887 -2.78451 -2.76325 0.4 -1.0 0.0 0.042
H -3.29757 -1.28502 -1.43826 -0.6 -0.4 0.3 0.033
C 1.88923 -0.97894 3.97014 0.5 2.0 -0.5 -0.199
O 2.22055 -2.27157 3.65620 -0.4 -1.7 -0.4 -0.097
H 1.49607 -0.80152 4.95683 -0.2 -0.3 0.6 0.085
H 1.12699 -0.62449 3.26685 0.3 0.0 0.0 0.047
H 2.80752 -0.37438 3.86398 -0.5 0.4 0.0 0.086
H 2.74305 -2.61559 4.36975 0.4 -0.4 0.4 0.086
```
Positions in Å, forces in eV/Å.